Molecular formula: C16H19N3OS
Method: DFT, ωB97M-V/def2-TZVPD

Results
LUMO	0.684	eV
Kohn-Sham gap	8.48	eV
SMILES string	CCc1ccc(N2CN(Cc3ccco3)CNC2=S)cc1
energy above the lowest of the compared OMol25 structures with the same formula, charge and spin	37.7	kcal per mole
molar mass	301.41	g mol⁻¹
maximum force	0.019	Eh/bohr

Element x y z (Å)
C  -5.418  -0.422  -0.043
C  -4.237  -1.382  -0.197
C  -2.941  -0.645  -0.025
C  -2.324  -0.034  -1.110
C  -1.153  0.682  -0.955
C  -0.581  0.815  0.305
N  0.636  1.503  0.489
C  1.703  0.845  1.240
N  2.968  0.954  0.558
C  2.992  0.264  -0.737
C  2.708  -1.191  -0.582
C  1.555  -1.908  -0.733
C  1.886  -3.253  -0.438
C  3.210  -3.251  -0.129
O  3.715  -2.010  -0.213
C  3.313  2.346  0.467
N  2.193  3.134  -0.023
C  0.913  2.698  -0.091
S  -0.214  3.661  -0.826
C  -1.189  0.206  1.397
C  -2.356  -0.516  1.227
H  -6.360  -0.951  -0.173
H  -5.408  0.034  0.944
H  -5.359  0.371  -0.785
H  -4.316  -2.174  0.551
H  -4.274  -1.841  -1.187
H  -2.760  -0.127  -2.094
H  -0.684  1.143  -1.810
H  1.815  1.308  2.228
H  1.441  -0.207  1.361
H  2.267  0.690  -1.446
H  4.000  0.386  -1.141
H  0.595  -1.529  -1.019
H  1.226  -4.096  -0.456
H  3.882  -4.037  0.153
H  3.604  2.695  1.470
H  4.167  2.476  -0.205
H  2.361  4.039  -0.434
H  -0.754  0.307  2.380
H  -2.820  -0.982  2.084